1.
Molecular formula: C4H5NO3
Method: DFT, ωB97M-V with the def2-TZVPD basis set

Element x y z (Å)
C1 0.618 -0.228 2.934
C2 0.689 0.070 1.764
C3 -0.351 1.381 -1.293
C4 0.670 -0.684 -0.502
N1 -0.515 -1.402 -0.242
O1 -0.384 -2.550 0.141
O2 -1.563 -0.720 -0.536
O3 0.651 0.425 -1.206
H1 0.299 -0.238 3.896
H2 0.177 2.417 -1.098
H3 -1.276 1.392 -0.805
H4 -0.623 1.437 -2.398
H5 1.607 -1.298 -0.654

Values from the calculation:
gap between HOMO and LUMO (spin up / spin down) = 7.7 / 7.7 eV
E_LUMO (spin up / spin down) = -2.20 / -2.20 eV

Here are the Mulliken charges for atoms 1 to 6, given in e: atom 1 (C): -0.0338, atom 2 (C): -0.6469, atom 3 (C): -0.6359, atom 4 (C): -0.1056, atom 5 (N): 1.0076, atom 6 (O): -0.4958

2.
Molecular formula: C4H5NO3
Method: DFT, ωB97M-V with the def2-TZVPD basis set

Element x y z (Å)
N1 -2.785 1.090 0.379
C1 -1.804 0.521 0.464
C2 -0.603 -0.253 0.586
C3 -0.343 -1.417 0.001
O1 -1.044 -1.927 -1.007
H1 0.065 0.050 1.493
H2 0.582 -1.939 0.025
H3 -1.904 -1.414 -1.172
O2 1.027 0.783 -1.329
C4 1.201 1.264 -0.255
O3 2.118 0.858 0.572
H4 0.877 2.214 0.226
H5 2.614 0.171 0.019

Values from the calculation:
gap between HOMO and LUMO = 10.1 eV
E_LUMO = 0.50 eV
structure (SMILES) = N#C/C=C\O.O=CO

Here are the Mulliken charges for atoms 1 to 6, given in e: atom 1 (N): -0.3940, atom 2 (C): 0.0855, atom 3 (C): -0.3163, atom 4 (C): 0.0341, atom 5 (O): -0.4863, atom 6 (H): 0.3726

3.
Molecular formula: C4H5NO3
Method: DFT, ωB97M-V with the def2-TZVPD basis set

Element x y z (Å)
C1 2.819 -0.341 -0.115
N1 1.539 -0.386 -0.123
O1 1.059 0.965 -0.318
C2 -0.164 1.030 -0.146
O2 -0.546 2.198 0.061
C3 -1.131 -0.112 -0.402
C4 -2.208 -0.507 0.539
O3 -2.430 -0.037 -0.842
H1 3.282 0.718 0.020
H2 3.299 -1.270 -0.036
H3 -0.450 -1.033 -0.563
H4 -2.479 -1.466 0.740
H5 -2.588 0.242 1.186

Values from the calculation:
gap between HOMO and LUMO = 10.4 eV
E_LUMO = 0.35 eV
structure (SMILES) = C=NOC(=O)[C@H]1CO1

Here are the Mulliken charges for atoms 1 to 6, given in e: atom 1 (C): -0.2969, atom 2 (N): -0.3746, atom 3 (O): -0.1176, atom 4 (C): 0.4965, atom 5 (O): -0.6117, atom 6 (C): 0.3379

4.
Molecular formula: C4H5NO3
Method: DFT, ωB97M-V with the def2-TZVPD basis set

Element x y z (Å)
C1 2.155 0.243 -0.570
C2 -0.113 0.136 0.596
C3 -1.246 1.061 0.606
C4 -2.150 0.386 -0.491
H1 2.942 0.913 -1.263
H2 0.641 0.018 1.453
H3 -1.803 0.846 1.574
H4 -0.951 2.433 0.791
H5 -3.118 0.608 -1.301
N1 -1.698 -0.877 -0.584
O1 2.853 -0.266 0.337
O2 0.657 0.281 -0.621
O3 -0.723 -1.219 0.532

Values from the calculation:
gap between HOMO and LUMO = 10.9 eV
E_LUMO = 0.55 eV

Here are the Mulliken charges for atoms 1 to 6, given in e: atom 1 (C): 0.1465, atom 2 (C): 0.1121, atom 3 (C): -0.4447, atom 4 (C): -0.1029, atom 5 (H): 0.3260, atom 6 (H): 0.4579

5.
Molecular formula: C4H5NO3S2
Method: DFT, ωB97M-V with the def2-TZVPD basis set

Element x y z (Å)
C1 -1.794 2.110 -0.005
C2 -0.678 1.273 -0.131
C3 -3.217 -0.201 0.414
C4 0.146 -1.044 0.317
N1 -0.778 0.008 0.160
O1 0.497 1.987 -0.381
O2 -0.202 -2.276 -0.130
O3 1.381 -0.666 -0.258
S1 -3.701 -1.678 0.513
S2 -3.313 1.370 -0.064
H1 -1.571 3.087 -0.205
H2 0.429 -1.257 1.377
H3 1.187 1.380 -0.352
H4 -0.823 -2.356 -0.890
H5 1.974 -1.514 -0.097

Values from the calculation:
gap between HOMO and LUMO (spin up / spin down) = 6.4 / 6.4 eV
E_LUMO (spin up / spin down) = -1.11 / -1.11 eV

Here are the Mulliken charges for atoms 1 to 6, given in e: atom 1 (C): -0.6457, atom 2 (C): 0.5509, atom 3 (C): 0.4453, atom 4 (C): 0.1983, atom 5 (N): -0.4083, atom 6 (O): -0.4586

6.
Molecular formula: C4H5NO4
Method: DFT, ωB97M-V with the def2-TZVPD basis set

Element x y z (Å)
O1 5.233 0.098 4.568
C1 4.275 0.437 3.977
C2 3.275 0.518 3.169
C3 2.170 1.079 2.561
O2 1.867 2.371 2.906
C4 1.022 0.741 1.372
O3 0.316 1.697 1.173
O4 1.191 -0.384 0.780
H1 1.265 2.681 2.259
H2 0.455 -0.438 -0.039
N1 -0.606 -0.784 -1.032
H3 -1.213 -1.218 -0.411
H4 -0.821 0.063 -1.652
H5 -0.190 -1.402 -1.748

Values from the calculation:
gap between HOMO and LUMO = 8.3 eV
E_LUMO = -0.21 eV
structure (SMILES) = O=C=C=C(O)C(=O)O.N

Here are the Mulliken charges for atoms 1 to 6, given in e: atom 1 (O): -0.4639, atom 2 (C): 0.5417, atom 3 (C): -0.6944, atom 4 (C): 0.4521, atom 5 (O): -0.4677, atom 6 (C): 0.7574

7.
Molecular formula: C4H5NOS
Method: DFT, ωB97M-V with the def2-TZVPD basis set

Element x y z (Å)
O1 0.218 2.022 -0.885
C1 0.982 2.119 0.035
C2 0.816 1.526 1.395
C3 0.083 0.431 1.705
C4 -0.608 -0.453 0.762
N1 0.089 -0.975 -0.180
S1 -0.746 -2.063 -1.179
H1 1.963 2.671 -0.091
H2 1.311 2.062 2.186
H3 -0.003 0.147 2.762
H4 -1.651 -0.650 0.938
H5 0.308 -2.302 -1.971

Values from the calculation:
gap between HOMO and LUMO = 8.7 eV
E_LUMO = -0.19 eV
structure (SMILES) = O=C/C=C\C=N\S

Here are the Mulliken charges for atoms 1 to 6, given in e: atom 1 (O): -0.4303, atom 2 (C): 0.0003, atom 3 (C): -0.3171, atom 4 (C): -0.2034, atom 5 (C): -0.0704, atom 6 (N): -0.3728

8.
Molecular formula: C4H5NOS
Method: DFT, ωB97M-V with the def2-TZVPD basis set

Element x y z (Å)
C1 -1.196 1.140 -0.262
C2 -0.060 -1.452 -0.215
C3 -0.201 0.861 0.857
C4 0.533 -0.210 0.181
N1 -0.920 0.607 -1.392
O1 -1.077 -1.969 0.213
S1 2.188 0.008 -0.102
H1 -2.070 1.679 -0.032
H2 0.548 -1.963 -1.000
H3 0.584 1.718 1.057
H4 -0.507 0.572 1.769
H5 2.179 -0.992 -1.074

Values from the calculation:
gap between HOMO and LUMO (spin up / spin down) = 8.9 / 7.5 eV
E_LUMO (spin up / spin down) = -0.88 / -0.54 eV

Here are the Mulliken charges for atoms 1 to 6, given in e: atom 1 (C): 0.0421, atom 2 (C): -0.0458, atom 3 (C): -0.7488, atom 4 (C): 0.4815, atom 5 (N): -0.4604, atom 6 (O): -0.4969

9.
Molecular formula: C4H5NOS
Method: DFT, ωB97M-V with the def2-TZVPD basis set

Element x y z (Å)
O1 -2.850 0.043 0.263
C1 -1.671 -0.073 -0.047
N1 -0.923 1.131 -0.263
C2 0.486 1.204 -0.212
C3 1.213 0.083 0.040
C4 0.766 -1.341 0.206
S1 -0.952 -1.661 -0.351
H1 -1.514 1.967 -0.244
H2 0.944 2.129 -0.426
H3 2.298 0.185 0.180
H4 0.840 -1.656 1.252
H5 1.362 -2.010 -0.398

Values from the calculation:
gap between HOMO and LUMO = 9.3 eV
E_LUMO = 0.59 eV
structure (SMILES) = O=C1NC=CCS1

Here are the Mulliken charges for atoms 1 to 6, given in e: atom 1 (O): -0.5511, atom 2 (C): 0.4095, atom 3 (N): -0.2059, atom 4 (C): -0.1229, atom 5 (C): -0.4893, atom 6 (C): -0.5074

10.
Molecular formula: C4H5NOS
Method: DFT, ωB97M-V with the def2-TZVPD basis set

Element x y z (Å)
S1 -1.325 -1.777 -0.779
N1 0.057 -1.394 0.105
C1 0.233 -0.165 0.406
C2 1.455 0.458 1.000
C3 1.518 1.740 0.566
O1 0.399 2.222 0.144
C4 -0.499 1.095 -0.242
H1 -0.837 -3.051 -1.130
H2 2.017 -0.175 1.606
H3 2.324 2.362 0.819
H4 -1.386 1.421 0.224
H5 -0.750 1.084 -1.316

Values from the calculation:
gap between HOMO and LUMO = 8.9 eV
E_LUMO = 0.74 eV
structure (SMILES) = S/N=C1/C=COC1

Here are the Mulliken charges for atoms 1 to 6, given in e: atom 1 (S): -0.1811, atom 2 (N): -0.5138, atom 3 (C): 0.7694, atom 4 (C): -0.5072, atom 5 (C): -0.2978, atom 6 (O): -0.3697

11.
Molecular formula: C4H5NOS
Method: DFT, ωB97M-V with the def2-TZVPD basis set

Element x y z (Å)
C1 0.992 -0.142 0.118
C2 -0.366 0.308 -0.303
C3 -1.378 -0.627 -0.308
C4 -0.744 1.780 -0.268
H1 1.127 -2.317 0.140
H2 2.597 -1.373 0.814
H3 1.666 0.827 0.394
H4 -0.809 -1.633 -0.302
H5 -1.711 2.197 -0.243
N1 1.583 -1.345 -0.201
O1 0.027 2.689 0.070
S1 -2.986 -0.364 0.088

Values from the calculation:
gap between HOMO and LUMO = 7.2 eV
E_LUMO = -1.27 eV

Here are the Mulliken charges for atoms 1 to 6, given in e: atom 1 (C): -0.0217, atom 2 (C): 0.2357, atom 3 (C): -0.2817, atom 4 (C): -0.1421, atom 5 (H): 0.3578, atom 6 (H): 0.3647

12.
Molecular formula: C4H5NOS
Method: DFT, ωB97M-V with the def2-TZVPD basis set

Element x y z (Å)
C1 0.597 -1.087 -0.347
C2 1.809 -0.367 -0.659
C3 -1.686 0.892 -0.243
C4 -0.197 -0.773 0.732
N1 -1.128 1.854 0.265
O1 -2.370 0.147 -0.787
S1 2.148 1.193 -0.158
H1 0.361 -1.767 -1.061
H2 2.437 -0.777 -1.493
H3 -1.187 -1.361 0.966
H4 0.188 -0.077 1.529
H5 -0.973 2.123 1.255

Values from the calculation:
spin multiplicity = 3
expectation value of S² = 2.03
gap between HOMO and LUMO (spin up / spin down) = 7.9 / 7.0 eV
E_LUMO (spin up / spin down) = 0.72 / -2.41 eV

Here are the Mulliken charges for atoms 1 to 6, given in e: atom 1 (C): -0.0142, atom 2 (C): -0.3914, atom 3 (C): 0.7081, atom 4 (C): -1.0243, atom 5 (N): -0.5614, atom 6 (O): -0.3858

13.
Molecular formula: C4H5NOS2
Method: DFT, ωB97M-V with the def2-TZVPD basis set

Element x y z (Å)
O1 0.885 1.960 -1.004
N1 0.105 0.908 -0.595
C1 -1.243 0.919 -0.620
C2 -1.677 -0.212 0.023
C3 -0.535 -0.919 0.479
S1 -0.583 -2.453 1.339
C4 0.585 -0.193 0.106
S2 2.284 -0.544 0.246
H1 1.347 1.608 -1.809
H2 -1.768 1.745 -1.079
H3 -2.691 -0.530 0.148
H4 0.734 -2.557 1.476
H5 2.558 0.270 1.290

Values from the calculation:
gap between HOMO and LUMO = 8.6 eV
E_LUMO = 0.51 eV
structure (SMILES) = On1ccc(S)c1S

Here are the Mulliken charges for atoms 1 to 6, given in e: atom 1 (O): -0.4164, atom 2 (N): 0.3616, atom 3 (C): -0.4234, atom 4 (C): -0.6652, atom 5 (C): 0.5182, atom 6 (S): -0.2527

14.
Molecular formula: C4H5NOS2
Method: DFT, ωB97M-V with the def2-TZVPD basis set

Element x y z (Å)
C1 0.967 2.861 -0.023
C2 0.738 1.613 0.382
O1 -0.099 0.782 -0.333
C3 -0.242 -0.514 0.035
C4 0.930 -1.400 0.189
S1 2.471 -1.059 -0.153
N1 -1.374 -1.072 0.157
S2 -2.814 -0.237 -0.040
H1 0.528 3.239 -0.951
H2 1.608 3.530 0.564
H3 1.140 1.212 1.311
H4 0.611 -2.406 0.527
H5 -2.361 1.047 -0.308

Values from the calculation:
gap between HOMO and LUMO = 7.8 eV
E_LUMO = -1.21 eV
structure (SMILES) = C=CO/C(C=S)=N\S

Here are the Mulliken charges for atoms 1 to 6, given in e: atom 1 (C): -0.7551, atom 2 (C): 0.0943, atom 3 (O): -0.3918, atom 4 (C): 0.7472, atom 5 (C): -0.2639, atom 6 (S): -0.1921

15.
Molecular formula: C4H5NS
Method: DFT, ωB97M-V with the def2-TZVPD basis set

Element x y z (Å)
S1 -2.081 0.519 0.891
C1 -0.956 -0.101 -0.305
C2 -0.031 -1.074 0.253
C3 1.196 -0.541 0.128
C4 1.082 0.674 -0.652
N1 -0.148 0.907 -0.890
H1 -1.414 1.397 1.550
H2 -1.485 -0.306 -1.398
H3 -0.289 -1.929 0.903
H4 2.200 -0.931 0.435
H5 1.927 1.386 -0.917

Values from the calculation:
gap between HOMO and LUMO = 9.4 eV
E_LUMO = 0.41 eV
structure (SMILES) = S[C@@H]1C=CC=N1

Here are the Mulliken charges for atoms 1 to 6, given in e: atom 1 (S): -0.2322, atom 2 (C): 0.2151, atom 3 (C): -0.5589, atom 4 (C): -0.0975, atom 5 (C): -0.2407, atom 6 (N): -0.5032

16.
Molecular formula: C4H5NS
Method: DFT, ωB97M-V with the def2-TZVPD basis set

Element x y z (Å)
C1 -0.979 0.896 -0.546
C2 1.442 -0.606 0.080
C3 0.200 -0.700 0.842
C4 -0.960 -0.341 0.211
H1 -1.688 0.864 -1.313
H2 -0.779 1.825 0.000
H3 2.289 -1.148 0.472
H4 0.230 -1.320 1.928
H5 -1.847 -0.508 1.209
N1 1.670 0.039 -1.093
S1 0.422 1.001 -1.791

Values from the calculation:
gap between HOMO and LUMO = 7.9 eV
E_LUMO = -0.45 eV

Here are the Mulliken charges for atoms 1 to 6, given in e: atom 1 (C): -0.4876, atom 2 (C): -0.1421, atom 3 (C): -0.1047, atom 4 (C): -0.2387, atom 5 (H): 0.3224, atom 6 (H): 0.3550

17.
Molecular formula: C4H5NS
Method: DFT, ωB97M-V with the def2-TZVPD basis set

Element x y z (Å)
C1 -2.079 -0.195 -0.081
C2 -0.670 -0.651 0.458
C3 0.231 1.466 0.152
C4 -0.838 0.560 -0.334
H1 -2.476 -0.722 -1.051
H2 -2.881 -0.192 0.694
H3 -0.729 -0.229 1.570
H4 0.474 2.603 0.261
H5 -0.512 0.439 -1.364
N1 1.355 0.756 0.000
S1 1.048 -0.892 -0.080

Values from the calculation:
gap between HOMO and LUMO = 9.5 eV
E_LUMO = 0.81 eV

Here are the Mulliken charges for atoms 1 to 6, given in e: atom 1 (C): -0.4064, atom 2 (C): -0.1393, atom 3 (C): -0.4840, atom 4 (C): 0.0900, atom 5 (H): 0.2108, atom 6 (H): 0.2726

18.
Molecular formula: C4H5NS
Method: DFT, ωB97M-V with the def2-TZVPD basis set

Element x y z (Å)
C1 1.199 1.962 0.393
C2 0.632 -0.467 0.189
C3 0.184 -1.677 0.045
C4 -0.568 0.760 -0.175
N1 0.066 2.010 -0.042
S1 2.115 0.441 0.431
H1 1.788 2.795 0.469
H2 0.574 -2.682 0.263
H3 -0.976 -1.576 -0.009
H4 -0.941 0.796 -1.198
H5 -1.405 0.719 0.440

Values from the calculation:
spin multiplicity = 3
expectation value of S² = 2.02
gap between HOMO and LUMO (spin up / spin down) = 5.1 / 6.6 eV
E_LUMO (spin up / spin down) = 0.76 / -3.03 eV

Here are the Mulliken charges for atoms 1 to 6, given in e: atom 1 (C): -0.3164, atom 2 (C): 0.2969, atom 3 (C): -0.5409, atom 4 (C): -0.6996, atom 5 (N): -0.4789, atom 6 (S): -0.0133

19.
Molecular formula: C4H5NS2
Method: DFT, ωB97M-V with the def2-TZVPD basis set

Element x y z (Å)
S1 -3.025 -1.250 0.031
C1 -1.849 -0.260 -0.431
C2 -0.642 0.099 0.306
N1 -0.072 1.342 -0.154
C3 0.668 0.135 -0.442
C4 1.751 -0.374 0.412
S2 2.992 -1.222 -0.171
H1 -1.892 0.133 -1.453
H2 -0.706 -0.107 1.348
H3 0.383 1.907 0.543
H4 0.678 -0.264 -1.456
H5 1.715 -0.138 1.468

Values from the calculation:
gap between HOMO and LUMO = 8.1 eV
E_LUMO = -0.91 eV
structure (SMILES) = S=C[C@@H]1N[C@H]1C=S

Here are the Mulliken charges for atoms 1 to 6, given in e: atom 1 (S): -0.2432, atom 2 (C): -0.5313, atom 3 (C): 0.1640, atom 4 (N): -0.5481, atom 5 (C): 0.1472, atom 6 (C): -0.3951

20.
Molecular formula: C4H5NS2
Method: DFT, ωB97M-V with the def2-TZVPD basis set

Element x y z (Å)
S1 -0.249 2.902 0.659
N1 -1.200 1.496 0.471
C1 -0.676 0.395 0.191
C2 0.807 0.000 0.147
C3 0.858 -1.382 -0.394
C4 -0.316 -1.987 -0.606
S2 -1.745 -1.010 -0.127
H1 -1.407 3.703 0.668
H2 1.284 0.023 1.201
H3 1.302 0.737 -0.548
H4 1.791 -1.914 -0.612
H5 -0.448 -2.963 -1.050

Values from the calculation:
gap between HOMO and LUMO = 9.0 eV
E_LUMO = 0.83 eV
structure (SMILES) = S/N=C1\CC=CS1

Here are the Mulliken charges for atoms 1 to 6, given in e: atom 1 (S): -0.1708, atom 2 (N): -0.4918, atom 3 (C): 0.4202, atom 4 (C): -0.2202, atom 5 (C): -0.5920, atom 6 (C): -0.2479

Result set for relative energy (zero: lowest compared OMol25 entry of this formula, charge and spin): 10.365, 2.346, 5.215, 6.663, 2.622, 2.810, 2.225, 4.362, 0.448, 2.554, 5.163, 0.744, 2.034, 2.399, 1.770, 3.578, 4.551, 3.156, 2.627, 1.422 eV, one per record in the order listed.